Here is a structure of composition C40H45IN2OPdSeSi in a non-equilibrium geometry from the Open Molecules 2025 dataset. Energies are from ωB97M-V/def2-TZVPD.

Each line ends with the Löwdin charge.
CARTESIAN COORDINATES (ANGSTROEM)
Pd  0.066  1.360  1.165  0.574
I  -0.314  3.972  -0.755  0.806
C  -1.918  2.885  -1.720  -0.592
C  -2.568  3.572  -2.729  -0.192
C  -3.481  2.835  -3.493  -0.117
C  -3.769  1.541  -3.175  -0.080
C  -3.158  0.831  -2.167  -0.226
C  -3.401  -0.537  -2.020  -0.067
C  -2.518  -1.258  -1.256  -0.087
C  -1.517  -0.626  -0.475  -0.173
C  -1.261  0.739  -0.452  -0.203
C  -2.136  1.486  -1.413  -0.222
H  -2.386  4.635  -2.850  0.073
H  -4.123  3.265  -4.247  0.091
H  -4.532  1.012  -3.754  0.111
H  -3.937  -0.948  -2.814  0.082
H  -2.518  -2.362  -1.194  0.109
H  -0.947  -1.260  0.189  0.067
Se  -0.651  -9.391  1.379  0.279
C  -1.311  -8.768  -0.253  -0.827
C  -2.252  -7.749  -0.217  -0.198
C  -2.889  -7.319  -1.360  -0.205
N  -2.470  -7.612  -2.582  0.015
C  -1.384  -8.364  -2.634  -0.217
C  -0.849  -8.983  -1.550  -0.156
H  -2.644  -7.344  0.701  0.071
H  -3.729  -6.668  -1.138  0.088
H  -0.921  -8.428  -3.561  0.068
H  0.031  -9.610  -1.661  0.084
C  -1.658  -0.868  3.670  -0.032
C  -2.814  0.102  3.588  -0.214
C  -4.004  -0.091  4.196  -0.084
C  -5.026  0.837  4.254  -0.060
C  -4.833  2.100  3.609  -0.035
C  -3.626  2.285  2.983  -0.231
C  -3.423  3.478  2.114  -0.049
C  -2.570  1.375  3.003  -0.323
N  -1.436  1.651  2.412  0.115
H  -2.076  -1.888  4.127  0.122
H  -0.904  -0.421  4.334  0.079
H  -1.189  -1.015  2.720  0.037
H  -4.120  -1.015  4.692  0.092
H  -5.894  0.567  4.758  0.069
H  -5.665  2.787  3.486  0.102
H  -2.494  3.960  2.259  0.053
H  -4.219  4.202  2.294  0.078
H  -3.381  3.172  1.091  0.068
C  4.301  0.291  5.307  -0.188
Si  2.992  1.720  5.177  0.329
C  3.781  3.390  5.573  -0.213
C  1.689  1.478  6.503  -0.225
C  2.281  1.727  3.581  -0.300
C  1.582  1.649  2.518  -0.241
H  4.561  0.018  6.368  0.035
H  5.069  0.744  4.778  -0.030
H  3.990  -0.578  4.725  0.021
H  4.188  3.326  6.582  0.007
H  2.822  4.206  5.522  0.110
H  4.448  3.565  4.823  -0.043
H  1.806  1.944  7.571  0.053
H  1.535  0.392  6.660  0.015
H  0.705  1.788  6.118  0.013
C  3.887  0.148  -0.215  -0.060
C  4.342  1.148  -1.319  -0.362
C  3.788  2.516  -1.129  -0.071
C  3.881  0.594  -2.675  -0.120
C  4.849  0.536  -3.658  -0.048
C  4.591  0.088  -4.967  -0.066
C  3.269  0.021  -5.366  -0.067
C  2.238  0.414  -4.524  -0.069
C  0.773  0.398  -5.044  -0.294
C  -0.003  -0.695  -4.234  -0.053
C  0.030  1.797  -4.779  -0.051
C  2.500  0.498  -3.060  -0.285
O  1.626  0.751  -2.196  0.060
H  4.290  0.514  0.786  0.088
H  4.342  -0.841  -0.361  0.072
H  2.779  0.091  -0.086  0.064
H  5.433  1.088  -1.459  0.118
H  2.994  2.607  -0.434  0.040
H  3.412  2.966  -2.065  0.093
H  4.559  3.184  -0.733  0.080
H  5.863  0.869  -3.413  0.109
H  5.322  0.059  -5.808  0.112
H  3.011  -0.257  -6.378  0.104
H  0.804  0.188  -6.082  0.097
H  -0.998  -0.812  -4.597  0.057
H  -0.216  -0.399  -3.170  0.086
H  0.325  -1.690  -4.407  0.067
H  -0.035  1.857  -3.646  0.068
H  -1.005  1.799  -5.235  0.079
H  0.425  2.776  -5.103  0.066

Computed properties:
* E_LUMO (spin up / spin down): 3.51 / 1.79 eV
* max |F|: 5.03 eV Å⁻¹
* total energy: -4852.243539 Eh
* orbital gap (spin up / spin down): 5.2282 / 3.5066 eV
* E_HOMO (spin up / spin down): -1.72 / -1.71 eV
* multiplicity: 5
* ΔE to the lowest compared entry with this formula, charge and spin: 76.1 kcal per mole
* charge: -2
* ⟨S²⟩: 6.117